Molecular formula: C36H44AsCsF6N4O14S3
Method: DFT, wB97M-V/def2-TZVPD

Last column: Mulliken charge in e.
Geometry (Å):
1 Cs -10.1069 -11.3298 21.3770  1.040
2 As -6.7681 -14.2264 21.9908  2.343
3 F -7.6448 -12.8429 21.3495  -0.581
4 F -5.8858 -13.1761 23.0262  -0.467
5 F -5.9518 -15.6193 22.5861  -0.573
6 F -7.6516 -15.2148 20.8913  -0.494
7 F -5.5552 -14.0038 20.7606  -0.576
8 F -8.0017 -14.3734 23.1824  -0.577
9 C -1.2938 -14.1844 17.2868  -0.744
10 C -2.4901 -13.8362 17.9087  -0.836
11 C -2.5741 -13.7605 19.2904  0.273
12 C -1.4499 -13.9832 20.0601  -0.761
13 C -0.2438 -14.2858 19.4589  -0.295
14 C -0.1830 -14.4317 18.0784  -0.740
15 N -1.4962 -13.7894 21.5077  1.204
16 O -2.3864 -13.0898 21.9592  -0.521
17 O -0.5894 -14.2619 22.1645  -0.622
18 H -1.2877 -14.3209 16.2138  0.456
19 H -3.3873 -13.7019 17.3202  0.185
20 H -3.5324 -13.5523 19.7543  1.464
21 H 0.6521 -14.4348 20.0438  0.528
22 H 0.7987 -14.6763 17.6923  0.382
23 C -3.4575 -15.8392 24.4937  -1.323
24 C -2.9274 -16.1788 23.2542  0.349
25 C -1.8302 -17.0236 23.1627  -0.385
26 C -1.2700 -17.5014 24.3301  -0.350
27 C -1.8221 -17.2359 25.5733  -0.542
28 C -2.8942 -16.3583 25.6610  -0.108
29 N -0.1019 -18.3838 24.2538  1.094
30 O 0.2270 -18.7747 23.1512  -0.620
31 O 0.4778 -18.6535 25.2872  -0.644
32 H -4.3099 -15.1737 24.5351  0.440
33 H -3.3889 -15.7673 22.3666  0.583
34 H -1.4102 -17.2753 22.2002  0.678
35 H -1.3700 -17.6322 26.4720  0.518
36 H -3.4004 -16.0977 26.5825  0.300
37 C -7.4696 -12.0765 17.1441  -0.641
38 C -7.0472 -13.2136 17.8257  0.170
39 C -6.1911 -14.1233 17.2317  0.053
40 C -5.7760 -13.8856 15.9373  -0.248
41 C -6.1629 -12.7489 15.2458  -0.660
42 C -6.9624 -11.8107 15.8791  -0.497
43 N -4.8856 -14.8376 15.2727  1.097
44 O -4.6544 -14.6689 14.0964  -0.639
45 O -4.4224 -15.7338 15.9550  -0.555
46 H -8.1047 -11.3634 17.6550  0.353
47 H -7.4443 -13.4147 18.8115  0.182
48 H -5.8484 -15.0058 17.7560  0.454
49 H -5.7899 -12.6041 14.2429  0.504
50 H -7.2684 -10.9601 15.2827  0.425
51 C -3.8258 -16.8897 19.6536  0.350
52 C -4.6973 -17.6862 20.3792  -0.352
53 C -4.2692 -18.9295 20.8184  -0.303
54 C -3.0029 -19.3603 20.4530  -0.224
55 C -2.1693 -18.6295 19.6267  -0.645
56 C -2.5880 -17.3676 19.2478  -0.426
57 N -2.4745 -20.6132 21.0293  1.094
58 O -1.3504 -20.9374 20.7316  -0.633
59 O -3.2203 -21.2770 21.7295  -0.639
60 H -4.1151 -15.8779 19.4029  -0.168
61 H -5.7229 -17.3830 20.5434  0.498
62 H -4.9085 -19.5698 21.4082  0.572
63 H -1.1928 -19.0258 19.3915  0.484
64 H -1.9210 -16.7499 18.6579  0.342
65 C -5.2363 -20.7219 24.7988  -0.384
66 C -4.7794 -19.4476 25.5036  -0.776
67 C -5.6825 -18.2994 25.0624  0.707
68 S -7.3033 -19.0761 25.1264  1.297
69 O -8.1027 -18.6138 24.0227  -0.692
70 O -7.8295 -18.9994 26.4596  -0.654
71 C -6.7490 -20.7577 24.8206  -0.835
72 H -4.7246 -21.5696 25.2557  0.512
73 H -4.8609 -20.7153 23.7774  -0.047
74 H -3.7308 -19.1799 25.3654  0.127
75 H -4.8371 -19.5580 26.5935  0.382
76 H -5.5060 -18.0243 24.0248  -0.422
77 H -5.6688 -17.4720 25.7629  0.072
78 H -7.2093 -21.1258 23.9056  0.416
79 H -7.2046 -21.3591 25.6098  0.361
80 C -7.6355 -13.5227 27.6745  -0.925
81 C -6.8947 -14.7008 26.9591  0.128
82 C -7.7401 -15.9756 27.0656  -0.254
83 S -9.4054 -15.4433 27.5466  1.173
84 O -9.5579 -15.6481 28.9644  -0.674
85 O -10.3597 -15.9222 26.5870  -0.671
86 C -9.0845 -13.7020 27.3090  -0.684
87 H -7.2113 -12.5702 27.3630  0.394
88 H -7.4525 -13.6360 28.7461  0.376
89 H -5.8733 -14.7642 27.3277  0.225
90 H -6.8653 -14.4082 25.9047  -0.142
91 H -7.4729 -16.6604 27.8655  0.521
92 H -7.8516 -16.4273 26.0879  -0.234
93 H -9.8530 -13.1598 27.8582  0.493
94 H -9.2540 -13.5395 26.2418  0.208
95 C -3.0298 -10.5054 20.1672  -0.746
96 C -3.5345 -10.1921 18.7525  -0.052
97 C -4.8469 -9.3891 18.8192  -0.415
98 S -5.1757 -9.1730 20.5722  1.100
99 O -6.5715 -9.2940 20.9079  -0.660
100 O -4.4377 -8.0224 21.0242  -0.685
101 C -4.2602 -10.6308 21.0567  0.092
102 H -2.4174 -9.7201 20.6162  0.505
103 H -2.3956 -11.3848 20.1623  0.084
104 H -3.7615 -11.1320 18.2461  -0.332
105 H -2.8005 -9.6534 18.1549  0.467
106 H -5.6879 -9.9646 18.4270  -0.042
107 H -4.8888 -8.4138 18.3396  0.492
108 H -4.8671 -11.5102 20.8271  -0.491
109 H -4.0570 -10.5836 22.1225  0.659

## Properties
- DFT total energy: -6720.03947 Eh
- Largest force on an atom: 1.15 eV/A
- HOMO-LUMO gap: 8.2 eV
- LUMO energy: -1.43 eV
- Molecular weight: 1174.778 Da

***

Molecular formula: C36H44BMnN11
Method: DFT, wB97M-V/def2-TZVPD

Last column: Mulliken charge in e.
Geometry (Å):
1 Mn 0.8163 -0.2972 1.1283  -1.366
2 C 4.0526 1.7785 -1.6926  -1.359
3 C 3.9028 1.8859 -0.1658  0.243
4 C 2.7369 2.7820 0.2236  -0.805
5 C 3.8079 0.5098 0.4191  0.271
6 C 4.8365 -0.4216 0.4622  -1.621
7 C 4.3002 -1.5780 1.0067  -0.175
8 N 3.0109 -1.3706 1.2918  0.104
9 N 2.6981 -0.0625 0.9382  0.757
10 B 2.1165 -2.3080 2.1807  0.871
11 N 0.8346 -2.7572 1.4003  -0.096
12 C 0.4398 -4.0143 1.1947  -0.235
13 C -0.8617 -4.0062 0.7117  -1.533
14 C -1.2593 -2.6809 0.6719  0.431
15 N -0.2124 -1.9064 1.0756  0.895
16 C -2.6019 -2.1740 0.2552  0.209
17 C -2.5426 -1.5128 -1.1314  -1.067
18 C -3.1538 -1.2522 1.3372  -1.006
19 N 1.6221 -1.4568 3.3536  -0.363
20 C 1.7288 -1.5767 4.6685  -0.467
21 C 1.1200 -0.4705 5.2636  -1.145
22 C 0.6560 0.3232 4.2366  -0.244
23 N 0.9562 -0.3080 3.0435  1.486
24 C -0.0319 1.6447 4.3659  2.645
25 C -1.4880 1.4409 4.8143  -1.413
26 C 0.7333 2.5526 5.3380  -1.567
27 H 4.1003 2.7766 -2.1291  0.445
28 H 4.9638 1.2493 -1.9688  0.463
29 H 3.2017 1.2458 -2.1301  0.128
30 H 4.8212 2.3179 0.2357  0.600
31 H 1.7949 2.3077 -0.0547  -0.472
32 H 2.7439 2.9814 1.2999  0.470
33 H 2.8019 3.7360 -0.2992  0.448
34 H 5.8561 -0.2694 0.1422  0.576
35 H 4.7644 -2.5324 1.2111  0.593
36 H 2.7363 -3.2621 2.5226  -0.031
37 H 1.1044 -4.8421 1.4028  0.558
38 H -1.4717 -4.8636 0.4696  0.596
39 H -3.2455 -3.0500 0.1930  0.626
40 H -1.8710 -0.6501 -1.1148  -0.329
41 H -2.1927 -2.2098 -1.8934  0.516
42 H -3.5373 -1.1710 -1.4240  0.506
43 H -2.4223 -0.4786 1.5510  -0.275
44 H -4.0930 -0.7982 1.0161  0.442
45 H -3.3391 -1.7923 2.2673  0.430
46 H 2.2266 -2.4270 5.1153  0.556
47 H 1.0463 -0.2700 6.3217  0.589
48 H -0.0325 2.1203 3.3918  -1.414
49 H -1.5280 0.8686 5.7414  0.399
50 H -1.9551 2.4086 5.0001  0.408
51 H -2.0745 0.9076 4.0601  0.271
52 H 0.7313 2.1357 6.3462  0.405
53 H 1.7703 2.6952 5.0299  0.382
54 H 0.2492 3.5283 5.3871  0.436
55 C -0.0914 1.5734 -2.1523  -1.324
56 C 0.4834 0.2015 -2.0547  -0.237
57 N 0.8498 -0.4836 -0.9656  2.360
58 C 1.3242 -1.7137 -1.3974  -0.367
59 C 1.2267 -1.7759 -2.7394  -1.889
60 N 0.6933 -0.5711 -3.1352  0.540
61 C 0.4087 -0.2705 -4.5599  -1.543
62 N -0.4020 -1.2900 -5.1086  0.773
63 N 0.2106 -2.3489 -5.7552  -0.524
64 N -0.6891 -3.1361 -6.1900  -0.503
65 C -1.9359 -2.6110 -5.8505  0.086
66 C -3.2168 -3.0996 -6.1086  -0.645
67 C -4.2803 -2.3522 -5.6564  -0.664
68 C -4.0866 -1.1385 -4.9682  -0.577
69 C -2.8257 -0.6452 -4.7032  -0.614
70 C -1.7587 -1.4196 -5.1565  1.287
71 H 0.1491 2.1510 -1.2680  -0.113
72 H -1.1797 1.5405 -2.2603  0.155
73 H 0.3186 2.1090 -3.0069  0.663
74 H 1.6959 -2.4685 -0.7275  0.464
75 H 1.4800 -2.5516 -3.4489  0.621
76 H 1.3465 -0.2581 -5.1075  0.181
77 H -0.0794 0.6933 -4.6425  0.700
78 H -3.3607 -4.0301 -6.6428  0.460
79 H -5.2879 -2.6979 -5.8430  0.417
80 H -4.9535 -0.5692 -4.6569  0.462
81 H -2.6902 0.3228 -4.2300  0.363
82 C -0.1765 1.1063 1.0789  -0.095
83 C -0.8963 2.2375 1.1270  1.115
84 C -2.3081 2.2981 0.8538  -0.580
85 C -2.9512 3.5018 0.9153  -0.886
86 C -2.2379 4.6669 1.2348  -0.591
87 C -0.8618 4.6320 1.5173  -1.128
88 C -0.1877 3.4484 1.4682  0.213
89 H -2.8547 1.4063 0.6006  0.585
90 H -4.0141 3.5518 0.7140  0.539
91 H -2.7617 5.6170 1.2650  0.499
92 H -0.3339 5.5410 1.7764  0.546
93 H 0.8676 3.4065 1.7023  0.483

## Properties
- DFT total energy: -3175.34471 Eh
- Largest force on an atom: 0.86 eV/A
- Relative energy (zero: lowest compared OMol25 entry of this formula, charge and spin): 0.00 kcal per mole
- HOMO-LUMO gap (spin up / spin down): 3.1 / 3.1 eV
- LUMO energy (spin up / spin down): -11.92 / -11.94 eV
- Molecular weight: 696.575 Da
- Total charge: +3

***

Which of these has the highest largest force on an atom? C36H44AsCsF6N4O14S3

***

What is the formula in the second record? C36H44BMnN11

***

Which value of DFT total energy does entry 1 give? -6720.03947 Eh